Below is a molecular structure, C21H18FeN5OS3, with properties calculated with ωB97M-V/def2-TZVPD.

Geometry as XYZ:
```
49
Properties=species:S:1:pos:R:3:mulliken_spin:R:1
Fe 1.480 0.088 0.318 3.71
S 2.041 -0.609 2.530 0.12
C 1.623 -1.953 1.519 -0.02
N 1.254 -1.928 0.236 0.03
C 0.996 -3.265 -0.194 0.01
C 0.582 -3.730 -1.464 0.00
C 0.380 -5.081 -1.699 0.00
C 0.578 -6.015 -0.697 0.00
C 0.981 -5.611 0.557 0.00
C 1.184 -4.252 0.793 -0.01
S 1.680 -3.520 2.254 0.01
H 0.423 -3.046 -2.249 0.00
H 0.064 -5.404 -2.683 0.00
H 0.416 -7.067 -0.895 0.00
H 1.139 -6.333 1.348 0.00
C 0.327 0.581 -3.834 0.01
C 0.426 1.951 -3.959 -0.01
C 0.814 2.691 -2.860 0.01
C 1.095 2.048 -1.660 0.00
N 0.998 0.701 -1.540 0.01
C 0.624 0.020 -2.608 0.00
C 1.512 2.787 -0.451 0.01
C 1.654 4.169 -0.424 0.01
C 2.048 4.795 0.746 -0.01
C 2.293 4.027 1.869 0.01
C 2.131 2.660 1.765 -0.01
N 1.753 2.044 0.644 0.01
H 0.028 -0.041 -4.667 0.00
H 0.204 2.439 -4.900 0.00
H 0.891 3.765 -2.959 0.00
H 0.567 -1.013 -2.454 -0.01
H 1.464 4.777 -1.298 0.00
H 2.161 5.871 0.779 0.00
H 2.602 4.475 2.803 0.00
H 2.308 2.005 2.608 0.00
O 3.119 -0.061 -0.158 1.08
C -3.830 1.190 0.071 0.00
N -3.500 0.691 1.384 0.00
C -4.400 0.519 2.423 0.00
C -3.729 0.040 3.476 0.00
N -2.412 -0.089 3.102 0.00
C -2.246 0.313 1.797 0.01
S -0.815 0.314 0.964 0.04
H -4.893 1.414 0.013 0.00
H -3.572 0.440 -0.678 0.00
H -3.254 2.095 -0.129 0.00
H -5.446 0.751 2.330 0.00
H -4.084 -0.218 4.458 0.00
H -1.657 -0.424 3.674 0.00
```

Calculated values
Electronic energy ... -98458.84057 eV
HOMO (spin up / spin down) ... -6.214 / -6.470 eV
LUMO energy (spin up / spin down) ... -0.23 / -0.24 eV
Spin multiplicity ... 6
Frontier orbital gap (spin up / spin down) ... 5.9827 / 6.2273 eV